A molecular structure, C3H4Cl9OSr in a non-equilibrium geometry, computed with ωB97M-V/def2-TZVPD.

The geometry in ORCA input format:
```
! RIJCOSX wB97M-V def2-TZVPD def2/J DEFGRID3
* xyz 1 1
Sr -3.2953 -1.5152 -1.5667
Cl -0.9670 2.5895 2.0325
Cl 0.6038 3.5142 -2.6598
Cl -0.3101 0.3191 3.6953
Cl 1.8891 -1.8522 -1.0554
Cl 1.9253 1.0358 -3.4690
Cl 2.0269 -1.3379 1.7907
Cl 1.4014 1.5357 -0.6708
Cl -2.9739 0.6008 2.6054
Cl 1.3986 -4.0120 0.8504
O -1.2276 -0.5877 -0.9207
C 0.8197 1.8033 -2.3059
C 1.2316 -2.2936 0.5115
C -1.2417 0.8650 2.2854
H 0.1931 -1.9888 0.5356
H -0.1377 1.3185 -2.4323
H -0.3770 -0.2605 -0.6613
H -0.9592 0.2662 1.4351
*
```

LUMO level: -6.08 eV
DFT total energy: -4364.1283 a.u.
Largest force on an atom: 3.712 eV/Å

---

A molecular structure, C33H38CoN4S, computed with ωB97M-V/def2-TZVPD.

The geometry in ORCA input format:
```
! RIJCOSX wB97M-V def2-TZVPD def2/J DEFGRID3
* xyz 2 2
Co 0.8047 0.6571 0.4323
S -6.1957 -3.9715 -0.3796
N -1.9722 -0.6946 -0.6308
N 0.3061 -1.0164 0.0533
N -4.3710 -5.2339 1.0371
N -0.9719 1.3128 0.1415
C 1.5876 -1.6002 -0.2351
C 2.1686 -1.4521 -1.5108
C -3.3338 1.3903 -0.4170
C -4.7171 -4.1975 0.2596
C -1.9971 0.6976 -0.2998
C 1.5187 -0.6622 -2.6213
C 2.2733 -2.2834 0.7867
C -3.0640 -1.1689 -1.2756
C -1.1362 2.7253 0.4418
C -3.6401 -3.1530 0.0592
C -0.7513 -2.7918 -1.2731
C 4.0646 -2.7447 -0.7625
C 3.7204 1.4393 -0.5595
C -1.3183 5.4010 1.0099
C -1.4044 4.4719 2.0318
C -1.3101 3.1062 1.7664
C -1.0340 3.6332 -0.6125
C 1.7211 -2.4227 2.1834
C -3.7058 -2.3718 -1.0869
C 4.6048 1.2359 -1.7556
C 2.1668 1.9153 1.7470
C -0.7790 3.1811 -2.0290
C 3.5080 -2.8533 0.5015
C 1.9424 2.6497 0.5734
C -1.5499 -2.2634 1.0500
C -2.7201 -2.9353 1.1285
C 3.4039 -2.0382 -1.7551
C 3.1806 0.9472 1.7582
C 3.9448 0.7261 0.6249
C -0.9215 -1.6990 -0.2123
C 2.6986 2.3848 -0.5745
C -1.4211 2.0999 2.8858
C -1.1301 4.9824 -0.3021
H -3.4703 2.0244 0.4574
H 4.7347 -0.0149 0.6527
H -1.5428 4.8021 3.0543
H -0.9946 1.1312 2.6233
H 2.5305 -2.4215 2.9128
H -3.4985 -0.4907 -2.0010
H 1.0370 -1.6148 2.4383
H 0.0301 2.4478 -2.0836
H 3.8506 -1.9415 -2.7382
H 2.5230 2.9684 -1.4704
H -1.5650 -3.5086 -1.2904
H -3.3555 2.0462 -1.2881
H 4.1614 1.6508 -2.6597
H 3.3764 0.3862 2.6629
H 2.2203 0.0720 -3.0223
H 0.6264 -0.1324 -2.2894
H -0.5066 4.0286 -2.6549
H -1.3912 6.4570 1.2328
H 5.0216 -3.2051 -0.9728
H -0.9134 2.4616 3.7795
H 1.2556 3.4831 0.5811
H -0.9741 -2.1258 1.9593
H -5.0665 -5.9427 1.2136
H -2.4653 1.9350 3.1626
H -4.1725 0.7048 -0.4672
H -3.4246 -5.4293 1.3159
H 1.2400 -1.3110 -3.4540
H 5.5603 1.7400 -1.5957
H -2.9919 -3.3408 2.0961
H -0.6490 -2.3485 -2.2622
H 4.0383 -3.3875 1.2806
H 1.6460 2.1765 2.6596
H -4.5045 -2.6072 -1.7785
H -1.6586 2.7196 -2.4861
H 4.8173 0.1795 -1.9147
H 1.1928 -3.3716 2.3092
H 0.1602 -3.3379 -1.0460
H -1.0481 5.7138 -1.0964
*
```

Expectation value of S²: 1.049
LUMO level (spin up / spin down): -8.04 / -8.03 eV
DFT total energy: -3279.6899 a.u.
Largest force on an atom: 0.491 eV/Å

---

A molecular structure, C23H49N2OP3SeTi in a non-equilibrium geometry, computed with ωB97M-V/def2-TZVPD.

The geometry in ORCA input format:
```
! RIJCOSX wB97M-V def2-TZVPD def2/J DEFGRID3
* xyz 3 2
Se 0.1674 1.3634 -2.1883
Ti 0.0000 0.0000 0.0000
P -2.2945 0.3495 -0.3658
P 0.2420 1.8981 1.3359
P 2.2860 -0.2931 -0.3635
O -0.2282 -1.2817 1.6264
N 0.5065 -0.9070 3.7772
N -1.7390 -1.3885 3.3525
C 2.6916 -1.5614 -1.6279
C -2.8271 1.9985 -1.0070
C 3.2744 1.1274 -1.0060
C -1.0965 2.2426 2.5672
C -0.6422 -4.1206 -8.8143
C 0.3678 3.5452 0.5123
C 1.8071 -1.4883 3.5559
C -0.3454 -1.1005 -3.7393
C 0.4166 0.0756 -6.1461
C -3.0178 -0.7516 -1.6447
C -2.6615 -2.2446 2.6324
C -2.0872 -1.0958 4.7451
C -0.3835 -1.8368 -4.9242
C -3.6062 0.1844 0.9368
C -0.9221 -1.3769 5.6692
C -0.0042 -1.2577 -6.1352
C 1.6802 2.0540 2.4927
C -0.4955 -1.0599 2.8345
C 3.4571 -0.7921 0.9866
C 0.0756 0.2357 -3.7431
C 0.4574 0.8149 -4.9669
C 0.2197 -0.5290 5.1545
C -0.8009 -5.3820 -8.4211
H -2.3717 -2.4023 1.5727
H 3.7636 -1.7883 -1.6339
H -0.7136 -2.8729 -4.8961
H 0.3825 4.3643 1.2402
H -3.9205 2.0382 -1.0578
H 2.6134 -0.7424 3.6452
H -1.4907 -3.4601 -8.9735
H 0.0477 -6.0424 -8.2619
H -4.4363 0.8586 0.6996
H 3.0448 2.0362 -0.4437
H -0.0495 0.5496 5.1911
H 0.7167 0.5443 -7.0804
H -1.7856 -5.8058 -8.2422
H -2.9867 -1.6596 5.0760
H -2.0202 2.5152 2.0518
H -0.6387 -1.5512 -2.7949
H 1.6874 1.2164 3.1933
H 2.3883 -1.1824 -2.6067
H -1.1738 -1.0903 6.7131
H -0.4723 3.6789 -0.1733
H 4.4830 -0.8001 0.6027
H -2.4808 2.7941 -0.3415
H -0.8190 3.0530 3.2507
H 1.1071 -0.6616 5.8148
H 3.2246 -1.7843 1.3784
H 3.0165 1.2923 -2.0536
H -3.9892 -0.8361 0.9754
H 0.7868 1.8507 -4.9860
H 2.6181 2.0404 1.9329
H -4.1118 -0.7601 -1.5830
H 0.3426 -3.6966 -8.9932
H -0.2164 -1.3545 -0.9093
H 1.2836 3.5706 -0.0855
H 4.3436 0.9105 -0.9068
H 3.3984 -0.0731 1.8085
H -2.4045 2.1491 -2.0025
H 1.6236 2.9907 3.0585
H -3.6928 -1.8576 2.7397
H 2.1214 -2.4719 -1.4265
H -0.6498 -2.4547 5.6402
H 2.0074 -2.2427 4.3478
H -1.2899 1.3356 3.1479
H -2.3385 -0.0149 4.8271
H -0.0345 -1.8331 -7.0562
H -2.7056 -0.4017 -2.6308
H 1.7729 -2.1242 2.6636
H -2.6801 -3.2397 3.1251
H -2.6315 -1.7642 -1.5015
H -3.2096 0.4461 1.9212
*
```

Expectation value of S²: 0.770
LUMO level (spin up / spin down): -11.04 / -11.85 eV
DFT total energy: -5364.4548 a.u.
Energy above the lowest of the compared OMol25 structures with the same formula, charge and spin: 2.050 eV
Largest force on an atom: 6.031 eV/Å

---

2 unconnected molecules or ions with the total composition C2H7N2O in a non-equilibrium geometry, computed with ωB97M-V/def2-TZVPD.

The geometry in ORCA input format:
```
! RIJCOSX wB97M-V def2-TZVPD def2/J DEFGRID3
* xyz 1 1
O -0.6158 -0.2622 0.2127
N 0.8344 1.5997 -0.5020
N -1.8455 -2.0788 -0.1970
C 1.9428 1.7501 0.1193
C -1.1573 -1.3035 0.6357
H 0.2950 0.6378 -0.1815
H 2.1047 1.5008 1.1570
H -1.7094 -1.6797 -1.1163
H 2.8058 2.1021 -0.4383
H -1.2427 -1.3673 1.7217
H 0.6063 2.1608 -1.3113
H -2.0183 -3.0599 -0.1000
*
```

LUMO level: -4.80 eV
DFT total energy: -264.8710 a.u.
Energy above the lowest of the compared OMol25 structures with the same formula, charge and spin: 1.637 eV
Largest force on an atom: 2.180 eV/Å

---

A molecular structure, C25H37Ba2N4O5 in a non-equilibrium geometry, computed with ωB97M-V/def2-TZVPD.

The geometry in ORCA input format:
```
! RIJCOSX wB97M-V def2-TZVPD def2/J DEFGRID3
* xyz 1 1
Ba -3.0172 -1.0168 2.3039
Ba -0.3514 1.8710 4.1042
O 1.5157 0.1064 4.3464
O -0.9419 0.6349 1.6770
O -0.9973 -0.9894 4.0969
O 0.6212 -5.1079 5.4998
O 3.0004 -3.9493 6.1853
N -3.8913 -0.2325 -0.2622
N 2.3663 2.8008 5.4637
N 1.4087 -1.8674 -7.2089
N -3.4267 7.1765 -1.7854
C 0.7918 -3.9341 5.3221
C 1.3572 0.5705 1.0699
C -3.6397 6.0516 -1.8193
C -4.6375 -0.4332 -3.6774
C -0.0819 0.7316 0.5872
C -0.0121 -1.7444 4.5671
C 3.3197 2.3407 5.0316
C 4.3543 1.0943 3.1553
C -1.5003 3.9335 -1.5686
C -0.0588 -3.1216 -3.6785
C 2.3230 -1.8841 5.3443
C 2.1344 -3.2825 5.6635
C 1.3951 -2.6920 -3.8121
C -0.3671 -0.3321 -0.4687
C -2.9019 3.7948 -1.0004
C -4.3010 -0.7680 -5.1243
C 5.6291 0.4998 2.5397
C 4.5588 1.7817 4.4952
C 2.0295 -3.2189 -5.0787
C -0.2320 -3.0559 4.7911
C 1.6905 -2.4644 -6.2727
C -3.9310 4.6131 -1.8044
C 1.3811 -1.1202 4.7360
C -3.6830 -0.4385 -1.3703
C -3.4125 -0.6690 -2.7695
H 1.6963 1.3585 1.7519
H -1.1964 -0.0468 -1.1177
H -5.5166 -0.9313 -3.2731
H -3.2898 2.7707 -1.0629
H -0.5125 -2.7796 -2.7465
H 1.7967 -4.2745 -5.2465
H 3.8805 1.7977 2.4623
H -0.1574 1.7115 0.0865
H -2.5828 -0.0302 -3.0822
H -1.3324 3.2845 -2.4257
H -0.7665 3.6030 -0.8247
H -3.0426 -1.6935 -2.8891
H 3.6055 0.3062 3.2732
H 1.4673 -0.3829 1.5972
H -0.1319 -4.2075 -3.7550
H 5.0576 1.1311 5.2115
H 5.3782 -0.3466 1.9104
H -2.9530 4.0158 0.0681
H -3.6888 0.0099 -5.5704
H 1.9604 -3.0740 -2.9599
H -5.1927 -0.9904 -5.7028
H 0.5072 -0.4884 -1.0997
H -4.9453 4.4774 -1.4298
H 1.4598 -1.6031 -3.7620
H -1.2115 -3.5034 4.6556
H -1.2488 4.9786 -1.7427
H 3.1253 -3.2175 -5.0405
H -4.8334 0.6405 -3.5654
H -0.6215 -1.2794 0.0237
H 3.2883 -1.4196 5.5040
H 2.1096 0.5240 0.2734
H 6.1496 1.2765 1.9736
H 6.3608 0.1890 3.2878
H -3.8844 4.2476 -2.8338
H -3.7266 -1.7020 -5.1443
H 5.1932 2.6733 4.3847
H -0.6936 -2.7042 -4.4678
*
```

LUMO level: -4.41 eV
DFT total energy: -1620.8476 a.u.
Largest force on an atom: 2.748 eV/Å

---

2 unconnected molecules or ions with the total composition C2H2NO3P in a non-equilibrium geometry, computed with ωB97M-V/def2-TZVPD.

The geometry in ORCA input format:
```
! RIJCOSX wB97M-V def2-TZVPD def2/J DEFGRID3
* xyz -2 1
P 0.0853 -0.0189 -0.1959
O -3.1887 3.7589 7.4955
O -6.9068 0.9672 5.4343
O -5.4723 0.0806 6.9633
N -5.2561 2.2944 6.4837
C -4.4212 2.9976 6.8523
C -6.0208 0.8731 6.2388
H -0.9313 -0.9132 -0.5977
H 0.2579 -0.3871 1.0991
*
```

LUMO level: 5.56 eV
DFT total energy: -699.1498 a.u.
Energy above the lowest of the compared OMol25 structures with the same formula, charge and spin: 3.155 eV
Largest force on an atom: 8.697 eV/Å

---

- largest force on an atom of number 5 (C25H37Ba2N4O5)?
  2.748 eV/Å